{"formula": "C32H26Cl2GeN2RuS6", "method": "wB97M-V/def2-TZVPD", "elements": ["Ru", "Ge", "Cl", "Cl", "S", "S", "S", "S", "S", "S", "N", "N", "C", "C", "C", "C", "C", "C", "C", "C", "C", "C", "C", "C", "C", "C", "C", "C", "C", "C", "C", "C", "C", "C", "C", "C", "C", "C", "C", "C", "C", "C", "C", "C", "H", "H", "H", "H", "H", "H", "H", "H", "H", "H", "H", "H", "H", "H", "H", "H", "H", "H", "H", "H", "H", "H", "H", "H", "H", "H"], "xyz": [[-1.540, 0.198, 0.658], [0.772, -1.068, -1.592], [-1.495, -2.220, 1.748], [2.699, 0.204, 4.278], [-7.019, 2.115, -1.477], [-2.975, 1.076, 2.611], [0.553, 0.360, 1.974], [-6.723, 2.898, 1.380], [-4.804, 1.109, 0.253], [-5.309, 3.199, 4.001], [-1.311, 2.478, -0.013], [-0.480, 3.256, 0.685], [-4.454, 1.620, 1.893], [1.531, -4.764, 0.244], [-1.441, 4.595, -0.747], [0.949, 1.728, -2.189], [-3.953, 4.371, 3.749], [2.457, -4.512, 1.248], [-0.178, -3.211, 3.834], [1.543, -2.722, -6.017], [-5.380, 2.459, 2.417], [-0.265, -2.124, 2.985], [-1.905, 3.276, -0.885], [2.928, -3.222, 1.434], [1.658, -2.163, 4.942], [1.088, -3.727, -0.564], [0.789, -3.234, 4.823], [1.668, 0.689, -1.595], [0.317, -1.352, -4.468], [2.476, -2.188, 0.622], [2.332, -3.179, -4.971], [2.763, 3.265, -1.842], [-6.215, 2.070, -0.037], [-1.102, -0.733, -1.287], [-0.522, 4.534, 0.279], [2.110, -2.718, -3.678], [1.550, -2.420, -0.393], [1.102, -1.796, -3.403], [0.532, -1.805, -5.762], [1.487, 3.000, -2.322], [3.494, 2.247, -1.248], [0.578, -1.005, 3.064], [1.545, -1.086, 4.080], [2.953, 0.972, -1.137], [-1.736, 5.464, -1.308], [2.429, -2.149, 5.699], [1.146, -5.766, 0.097], [2.733, -3.089, -2.871], [-0.866, -4.035, 3.704], [0.903, 3.786, -2.783], [-0.060, 1.540, -2.541], [3.558, 0.194, -0.689], [4.492, 2.441, -0.874], [-3.074, 3.835, 3.395], [-0.092, -1.447, -6.572], [0.869, -4.080, 5.492], [-4.236, 5.153, 3.048], [2.815, -1.182, 0.830], [-1.787, -1.311, -1.910], [0.064, 2.834, 1.426], [-2.640, 2.870, -1.562], [0.356, -3.939, -1.337], [-3.734, 4.812, 4.721], [1.713, -3.081, -7.025], [2.796, -5.314, 1.892], [0.093, 5.289, 0.736], [-0.486, -0.646, -4.280], [3.121, -3.897, -5.160], [3.185, 4.259, -1.933], [3.631, -3.008, 2.230]], "lowdin_charge": [0.623, 0.835, 0.672, 0.631, 0.471, 0.455, 0.512, 0.878, 0.840, 0.778, -0.072, -0.003, -1.146, -0.096, -0.074, -0.135, -0.402, -0.101, -0.128, -0.113, -1.034, -0.627, -0.160, -0.092, -0.137, -0.134, -0.099, -0.274, -0.115, -0.126, -0.103, -0.107, -1.525, -0.361, -0.104, -0.112, -0.286, -0.265, -0.103, -0.103, -0.100, -0.708, -0.692, -0.108, 0.089, 0.096, 0.096, 0.094, 0.100, 0.096, 0.082, 0.086, 0.095, 0.001, 0.095, 0.098, 0.035, 0.068, -0.079, 0.079, 0.107, 0.104, 0.027, 0.092, 0.095, 0.113, 0.092, 0.094, 0.093, 0.102], "homo_energy_ev": [-4.253, -4.938], "spin_multiplicity": 6, "e_above_lowest_ev": 0.214, "total_charge": -1, "homo_lumo_gap_ev": [6.6, 6.9], "energy_ev": -185739.8749, "e_lumo_ev": [2.3898, 1.9783], "s_squared": 8.77}

{"formula": "C32H26N11O4Ti", "method": "wB97M-V/def2-TZVPD", "elements": ["Ti", "O", "O", "O", "O", "N", "N", "N", "N", "N", "N", "N", "N", "N", "N", "N", "C", "C", "C", "C", "C", "C", "C", "C", "C", "C", "C", "C", "C", "C", "C", "C", "C", "C", "C", "C", "C", "C", "C", "C", "C", "C", "C", "C", "C", "C", "C", "C", "H", "H", "H", "H", "H", "H", "H", "H", "H", "H", "H", "H", "H", "H", "H", "H", "H", "H", "H", "H", "H", "H", "H", "H", "H", "H"], "xyz": [[0.283, -0.153, -0.135], [3.270, -1.043, 2.806], [1.824, 0.536, 2.127], [2.904, 1.211, -3.778], [1.151, 1.270, -2.387], [-2.052, 3.298, -1.405], [-0.788, -0.340, 1.620], [0.723, -1.501, -1.792], [0.837, -1.937, 0.588], [1.614, -2.795, -0.086], [-1.749, 5.562, -1.531], [-0.430, 1.998, -0.286], [1.353, 3.072, 0.714], [-1.729, -0.225, -1.018], [2.636, 0.196, -0.406], [-0.179, 4.354, -0.389], [0.528, -3.582, 3.883], [5.282, -0.507, -0.854], [-3.207, -0.170, 1.855], [-1.942, 0.409, 1.956], [0.981, -3.379, 2.595], [-2.382, -1.370, -1.219], [-4.241, 1.908, 2.490], [-4.325, -0.194, -1.943], [2.742, -0.231, 1.914], [1.516, -2.537, -1.389], [-3.647, 0.995, -1.738], [2.219, -3.330, -2.338], [0.224, 3.150, -0.001], [3.198, 0.363, -1.604], [-1.566, 2.160, -0.977], [-1.844, 1.737, 2.369], [-0.896, -1.622, 3.740], [-3.687, -1.396, -1.676], [2.303, 0.983, -2.616], [1.991, -3.133, -3.664], [-0.444, -1.389, 2.430], [0.500, -2.278, 1.883], [0.476, -1.363, -3.119], [4.722, -0.651, 0.403], [1.065, -2.141, -4.072], [-0.407, -2.705, 4.445], [-2.348, 0.934, -1.262], [-1.306, 4.382, -1.095], [3.402, -0.267, 0.581], [4.516, 0.033, -1.874], [-2.985, 2.482, 2.625], [-4.347, 0.575, 2.117], [2.884, -4.094, -1.960], [4.920, 0.191, -2.862], [6.309, -0.795, -1.033], [2.265, 1.615, -4.386], [-0.211, -0.570, -3.385], [5.284, -1.044, 1.238], [1.578, 2.218, 1.209], [-5.345, -0.184, -2.303], [-5.131, 2.488, 2.694], [-0.860, 2.171, 2.501], [0.826, -1.994, -5.115], [-0.759, -2.875, 5.454], [1.755, 3.942, 1.020], [2.496, -3.739, -4.405], [-3.285, -1.212, 1.568], [-4.185, -2.344, -1.820], [2.735, -1.028, 3.619], [-1.618, -0.955, 4.191], [-1.829, -2.274, -0.998], [-4.099, 1.956, -1.927], [1.691, -4.044, 2.126], [-5.322, 0.112, 2.031], [0.887, -4.427, 4.455], [-2.892, 3.512, 2.946], [-2.612, 5.608, -2.041], [-1.240, 6.398, -1.305]], "lowdin_charge": [1.097, 0.178, 0.075, 0.159, 0.084, 0.202, -0.045, -0.017, -0.123, 0.077, 0.189, 0.084, 0.205, 0.027, 0.132, 0.193, -0.094, 0.009, -0.037, -0.309, -0.028, -0.096, -0.086, -0.018, -0.464, -0.362, 0.025, -0.011, -0.432, -0.156, -0.275, -0.034, -0.010, -0.017, -0.454, -0.066, -0.251, -0.245, -0.161, 0.054, -0.068, -0.083, -0.182, -0.422, -0.161, 0.050, -0.073, -0.074, 0.114, 0.132, 0.127, 0.153, 0.111, 0.135, 0.059, 0.120, 0.103, 0.108, 0.104, 0.105, 0.121, 0.109, 0.120, 0.119, 0.159, 0.115, 0.129, 0.119, 0.107, 0.107, 0.101, 0.106, 0.115, 0.116], "homo_energy_ev": [-9.123, -9.118], "e_above_lowest_ev": 0.219, "total_charge": 1, "homo_lumo_gap_ev": [5.7, 5.7], "energy_ev": -81303.5421, "e_lumo_ev": [-3.4314, -3.4324]}